# 1
C2H6O2S | ωB97M-V with the def2-TZVPD basis set

Calculated values
Total energy (eV): -17099.116
Max |F| (Eh/bohr): 0.0953
LUMO energy (Eh): 0.0162
ΔE to the lowest compared entry with this formula, charge and spin (eV): 2.4054
Orbital gap (eV): 9.21

Cartesian coordinates (Å):
C -1.57664 -0.03905 -1.33646
O -0.57736 0.49746 -1.91807
H -2.35929 0.38346 -0.58898
H -1.92962 -0.96163 -1.71896
C 0.59202 0.54579 1.45301
S 0.32377 -1.08015 0.74972
O 1.72276 -1.18869 -0.15050
H -0.01853 0.93006 2.15758
H 0.59216 1.19122 0.60754
H 1.57575 0.47168 1.77453
H 1.65497 -0.75014 -1.02940

---

# 2
C37H86NO16 | ωB97M-V with the def2-TZVPD basis set

Calculated values
Total energy (eV): -73992.247
Max |F| (Eh/bohr): 0.1730
LUMO energy (Eh): -0.1737
Orbital gap (eV): 5.43
Net charge: +1

Cartesian coordinates (Å):
C -1.57758 -0.25899 0.76449
C -2.00806 -1.02519 -0.65400
O -2.70601 -0.25373 -1.52398
O -1.67148 -2.44214 -0.86115
C -0.49631 -2.61979 -1.72830
C -0.67158 -2.05066 -3.25567
C -0.02570 -3.07956 -4.38784
C 1.48042 -2.66081 -4.88159
C 2.49695 -3.94451 -4.96086
C 3.12800 -4.03367 -6.47394
N 2.59197 -3.04507 -7.27872
C 1.57927 -2.22100 -6.45766
H -1.81605 -1.04450 1.62512
H -0.46537 0.10480 0.77367
H -2.36091 0.62595 0.90543
H 0.50644 -2.19245 -1.30270
H -0.33297 -3.79831 -1.82681
H -1.84146 -1.97970 -3.45824
H -0.21903 -0.95270 -3.36759
H 0.04517 -4.20315 -3.99497
H -0.82847 -3.11636 -5.26462
H 1.88596 -1.73240 -4.29610
H 3.42642 -3.57633 -4.32988
H 2.14777 -4.92458 -4.41336
H 3.94152 -4.82952 -6.80441
H 2.77725 -2.79791 -8.28075
H 0.55561 -2.65801 -6.88782
H 1.48914 -1.07861 -6.75213
C -1.29867 -6.69735 -2.54782
O -1.28980 -6.37299 -3.93410
C -0.86630 -7.47252 -4.74610
C -2.06057 -8.17330 -5.40020
O -2.88492 -8.81537 -4.42232
C -4.05270 -8.05886 -4.11936
H -1.86148 -5.92392 -2.01862
H -1.77298 -7.66179 -2.35664
H -0.27324 -6.70843 -2.16546
H -0.26285 -8.17958 -4.16402
H -0.22786 -7.05806 -5.53496
H -1.68569 -8.95748 -6.06595
H -2.64720 -7.47203 -6.00549
H -4.77327 -8.15214 -4.93447
H -3.82196 -7.00196 -3.94918
H -4.49677 -8.46550 -3.20732
C 3.14332 0.71054 -9.97425
O 4.02405 -0.40643 -9.91280
C 5.36112 -0.06481 -10.29124
C 6.25882 0.11178 -9.06316
O 5.86100 1.24737 -8.28843
C 5.10415 0.87940 -7.13970
H 2.22451 0.45204 -9.44135
H 3.57534 1.59796 -9.50790
H 2.89445 0.92650 -11.01793
H 5.37246 0.83240 -10.92194
H 5.74545 -0.89917 -10.88941
H 7.28311 0.29930 -9.40135
H 6.26991 -0.79585 -8.44805
H 5.76873 0.46649 -6.37801
H 4.32215 0.15194 -7.38160
H 4.62687 1.77851 -6.74197
C -3.86855 6.29507 -0.06532
O -4.73568 5.20655 -0.36578
C -4.07380 4.17211 -1.10030
C -3.69099 3.00146 -0.19021
O -2.69318 3.38767 0.76020
C -3.24366 3.64038 2.04896
H -4.34831 6.91502 0.69658
H -2.90555 5.95599 0.32109
H -3.71292 6.90089 -0.96343
H -3.19683 4.56624 -1.62801
H -4.78414 3.81262 -1.85387
H -3.25551 2.20699 -0.80493
H -4.57245 2.58913 0.31505
H -3.48623 2.69437 2.53740
H -4.13903 4.26855 1.99468
H -2.49195 4.16318 2.64561
C 2.35347 -4.97247 3.73919
O 1.28908 -4.32348 4.42691
C 1.47562 -2.90673 4.50232
C 0.62031 -2.17701 3.46252
O 1.05676 -2.47222 2.13195
C 0.22868 -3.43907 1.49375
H 2.03443 -5.98931 3.49576
H 2.61294 -4.46008 2.81087
H 3.23275 -5.02682 4.38862
H 2.53550 -2.64515 4.39682
H 1.15229 -2.59609 5.50265
H 0.73918 -1.09803 3.60523
H -0.44248 -2.41638 3.58682
H -0.71182 -2.97489 1.18988
H 0.02467 -4.29568 2.14478
H 0.74837 -3.79993 0.60264
C 3.76796 -2.86032 8.41598
O 3.54675 -1.67270 7.66251
C 3.81585 -0.49010 8.42192
C 5.18265 0.10116 8.06486
O 6.24551 -0.76865 8.46710
C 6.77235 -1.51799 7.37681
H 3.79458 -3.70555 7.72324
H 4.71398 -2.82921 8.95978
H 2.94291 -3.00935 9.11949
H 3.73994 -0.68979 9.49768
H 3.03964 0.23879 8.16133
H 5.31325 1.03945 8.61373
H 5.24766 0.32755 6.99397
H 7.39931 -0.87406 6.75665
H 5.97967 -1.96184 6.76534
H 7.38749 -2.32533 7.78201
C 0.12245 -0.67987 9.38834
O 0.69300 0.51776 9.90528
C 0.31953 1.66988 9.14318
C -0.79404 2.45910 9.83769
O -2.01327 1.71080 9.87756
C -2.23997 1.11477 11.15080
H 0.23076 -1.46411 10.14215
H -0.93894 -0.56246 9.16179
H 0.66076 -0.98459 8.48544
H 0.02816 1.38774 8.12416
H 1.20902 2.30668 9.07265
H -0.99515 3.36602 9.25825
H -0.49121 2.76587 10.84588
H -2.56716 1.87705 11.86088
H -1.34407 0.61406 11.53276
H -3.03177 0.36918 11.04348
C -6.23890 9.02387 -1.81399
O -4.82644 9.19877 -1.85209
C -4.39146 9.84247 -3.05380
C -4.09511 11.32573 -2.81430
O -5.28838 12.04849 -2.49529
C -5.41243 12.29698 -1.09863
H -6.52516 8.77008 -0.78995
H -6.77119 9.93077 -2.10698
H -6.52586 8.19859 -2.47309
H -5.12666 9.71052 -3.85690
H -3.46482 9.34535 -3.36349
H -3.69787 11.75783 -3.73852
H -3.33870 11.45611 -2.03128
H -4.72949 13.09686 -0.80515
H -5.20821 11.40006 -0.50444
H -6.43794 12.61692 -0.89776

---

# 3
C36H38O4Sn | ωB97M-V with the def2-TZVPD basis set

Calculated values
Total energy (eV): -51968.207
Max |F| (Eh/bohr): 0.0150
LUMO energy (Eh): 0.1688
Orbital gap (eV): 4.16
Net charge: -2

Cartesian coordinates (Å):
Sn 2.57614 -0.39664 -0.42911
C -3.86252 0.58453 -2.34446
C -2.51329 -0.06499 -2.58428
C -2.50528 -0.88083 -3.87786
O -1.50582 0.92110 -2.64734
C -0.35306 0.53943 -1.84506
C -0.77490 -0.87536 -1.33186
O -2.20251 -0.88417 -1.49135
C -0.39770 -1.58031 0.02020
O 0.96584 -1.77718 0.12917
C -1.03166 -0.87704 1.23697
C -2.41559 -0.84071 1.43098
C -2.96759 -0.24663 2.56163
C -2.13949 0.32271 3.52110
C -0.76238 0.28457 3.33655
C -0.21671 -0.31198 2.20811
C -0.95309 -3.05531 -0.04898
C -1.43183 -3.72522 1.07845
C -1.77329 -5.07294 1.04346
C -1.64528 -5.80409 -0.12686
C -1.14200 -5.16452 -1.25243
C -0.79431 -3.82261 -1.20545
C 0.14898 1.71984 -0.91642
O 0.78444 1.21881 0.18729
C -1.05055 2.59596 -0.42980
C -1.86537 2.05903 0.56427
C -2.90573 2.77943 1.12935
C -3.16273 4.08280 0.71752
C -2.35414 4.64195 -0.26118
C -1.31151 3.90760 -0.82608
C 1.07650 2.63126 -1.78865
C 2.18021 3.21936 -1.17894
C 3.03330 4.05035 -1.89238
C 2.79679 4.30904 -3.23799
C 1.68919 3.73958 -3.85429
C 0.83297 2.91538 -3.13240
H -4.13549 1.19949 -3.20560
H -3.80168 1.21601 -1.45936
H -4.61827 -0.19072 -2.19034
H -2.71699 -0.22464 -4.72435
H -3.25661 -1.67341 -3.82614
H -1.52010 -1.33057 -4.02132
H 0.47067 0.36470 -2.53277
H -0.33815 -1.53472 -2.08289
H -3.06592 -1.28258 0.68766
H -4.04572 -0.22797 2.68708
H -2.56394 0.79320 4.40127
H -0.10437 0.73692 4.07025
H 0.85169 -0.32332 2.05285
H -1.52614 -3.19468 2.01533
H -2.14069 -5.55267 1.94436
H -1.90833 -6.85598 -0.15620
H -1.00200 -5.71763 -2.17530
H -0.36368 -3.38069 -2.09319
H -1.65208 1.05831 0.91503
H -3.51549 2.31927 1.90118
H -3.96412 4.65826 1.16814
H -2.52958 5.66103 -0.59010
H -0.70007 4.37789 -1.58339
H 2.36123 2.97854 -0.13674
H 3.90347 4.47447 -1.40271
H 3.47514 4.93824 -3.80469
H 1.49229 3.93915 -4.90313
H -0.03756 2.48805 -3.62019
C 2.97619 -1.19450 3.34815
C 4.20607 -1.27130 2.43358
C 5.38557 -0.59396 3.14933
C 4.55865 -2.76765 2.26252
C 3.93796 -0.60532 1.09690
H 3.15317 -1.69324 4.31314
H 2.12697 -1.67819 2.85656
H 2.71525 -0.14764 3.53020
H 5.59998 -1.07165 4.11875
H 5.16224 0.46395 3.31766
H 6.28576 -0.65674 2.52811
H 4.77377 -3.25685 3.23100
H 5.43616 -2.86594 1.61702
H 3.72647 -3.28372 1.77557
H 4.86223 -0.23341 0.62487

---

# 4
C13H21AsCrO9S | ωB97M-V with the def2-TZVPD basis set

Calculated values
Total energy (eV): -132338.503
Max |F| (Eh/bohr): 0.0109
⟨S²⟩: 0.775
LUMO energy (alpha / beta) (Eh): -0.1429 / -0.1247
ΔE to the lowest compared entry with this formula, charge and spin (eV): 0.2999
2S+1: 2
Orbital gap (alpha / beta) (eV): 8.00 / 8.49
Net charge: +1

Cartesian coordinates (Å):
Cr 0.20888 -0.57278 0.52541
C -0.88445 -1.58208 3.27470
O -0.27033 -1.96495 2.03206
C 0.82366 -2.86191 2.22911
C 1.30964 -3.24820 0.86148
O 1.68032 -2.02946 0.18946
C 2.19781 -2.28737 -1.12228
H -1.14664 -2.48568 3.82426
H -1.77813 -1.02145 3.02885
H -0.19609 -0.96530 3.85469
H 0.48175 -3.74213 2.77712
H 1.60922 -2.35703 2.79959
H 0.51601 -3.73215 0.28553
H 2.18153 -3.90160 0.92127
H 3.10584 -2.88354 -1.03392
H 2.42347 -1.32475 -1.57219
H 1.45233 -2.83387 -1.70522
O 0.03970 -0.74787 -3.46976
As -0.52512 -0.10331 -1.96357
O -0.80996 -1.39300 -0.87479
O 0.72369 0.52809 -0.99205
C -1.84720 1.10196 -2.55421
C -2.35553 0.99540 -3.84810
C -3.27976 1.92585 -4.28537
C -3.68251 2.95395 -3.43977
C -3.18018 3.05840 -2.15327
C -2.25839 2.12586 -1.70168
S -2.39873 1.22582 0.78551
O -3.15999 0.23509 0.06362
O -1.73020 2.22254 -0.44726
O -1.05295 0.61853 1.25623
H 0.51577 -1.57895 -3.35451
H -2.02601 0.20077 -4.50261
H -3.68455 1.85306 -5.28470
H -4.40045 3.68346 -3.78974
H -3.48936 3.85266 -1.48815
C 2.82541 1.50078 3.32927
C 2.19939 1.22264 2.00265
C 2.34998 2.19171 0.88481
O 1.53066 0.19206 1.88902
H 3.62954 2.22813 3.26711
H 3.17297 0.57294 3.78019
H 2.04200 1.90572 3.97729
H 2.87275 3.09256 1.18981
H 1.36436 2.42360 0.47833
H 2.89982 1.70578 0.07578

---

# 5
C29H46P2SeTm | ωB97M-V with the def2-TZVPD basis set

Calculated values
Total energy (eV): -144261.455
Max |F| (Eh/bohr): 0.1304
⟨S²⟩: 2.004
LUMO energy (alpha / beta) (Eh): -0.1293 / -0.1276
ΔE to the lowest compared entry with this formula, charge and spin (eV): 0.0000
2S+1: 3
Orbital gap (alpha / beta) (eV): 4.20 / 4.31
Net charge: +1

Cartesian coordinates (Å):
Tm -0.94944 -1.76990 0.29909
C -0.88045 -1.42494 2.61104
C -2.12910 -0.90262 2.08685
C -2.08251 -3.20041 1.70515
C -0.86714 -2.84706 2.37667
C -2.85670 -2.01013 1.49412
C 0.08075 -0.71813 3.50177
H 0.60875 0.09704 2.99176
H 0.83778 -1.42651 3.85475
H -0.41981 -0.28836 4.37969
C 0.07311 -3.84650 2.96275
H 0.51961 -3.50697 3.90586
H 0.89462 -4.05679 2.26851
H -0.45194 -4.79279 3.14826
C -2.53263 -4.59805 1.45195
H -2.22902 -5.24940 2.28239
H -2.08479 -4.97848 0.52409
H -3.61985 -4.63606 1.34882
C -4.20869 -2.00345 0.87500
H -4.86234 -2.68267 1.44166
H -4.16424 -2.38945 -0.15387
H -4.64438 -1.00010 0.85271
C -2.68216 0.46971 2.26890
H -3.76953 0.41406 2.40518
H -2.50181 1.11556 1.39624
H -2.24597 0.96422 3.14667
C 2.51912 1.85233 0.65565
C 1.84829 2.13633 1.78454
C 0.39235 2.47214 1.79874
C 0.03192 3.59354 0.77476
C -0.78602 3.22648 -0.35577
C -0.67288 2.04880 -1.19100
C 0.47890 1.07402 -0.77951
C 1.84549 1.79560 -0.68220
H 0.10919 2.80251 2.81600
H 0.95700 4.09295 0.44823
H -0.25948 1.59999 1.60111
H 1.64640 2.90727 -0.99480
H 3.58986 1.64602 0.66556
H 2.32599 2.19102 2.76756
H 2.54888 1.38381 -1.43066
H 0.21028 0.67632 0.21704
H -1.61297 1.47268 -1.08603
H 0.54761 0.21464 -1.48291
H -0.51243 4.36406 1.33789
H -1.66266 3.85021 -0.52173
P 1.51557 4.13064 -2.19627
C 3.19925 4.49483 -2.72563
C 0.73981 5.75021 -1.95591
P -0.78041 2.32060 -3.01452
C 0.78651 3.12916 -3.53629
C -1.98929 3.62357 -3.36025
C -1.11223 0.79152 -3.90439
H 3.57353 3.68365 -3.36216
H 3.83060 4.58733 -1.83099
H 3.19993 5.44512 -3.27861
H 1.05656 6.42444 -2.76853
H 1.10015 6.17457 -1.00361
H -0.35713 5.70659 -1.91909
H -0.98544 0.94080 -4.98731
H -2.15296 0.48301 -3.71278
H -0.43480 -0.02322 -3.58884
H 1.53273 2.39094 -3.88841
H 0.59230 3.83204 -4.37085
H -2.92895 3.15066 -3.67672
H -1.62773 4.26620 -4.18299
H -2.18467 4.26000 -2.48472
Se 0.09138 -3.81643 -1.39789
C 1.33104 -4.77434 -0.37101
C 0.95092 -5.88273 0.42362
C 1.89742 -6.58591 1.16994
C 3.24634 -6.21947 1.12266
C 3.65311 -5.15725 0.30123
C 2.70561 -4.43342 -0.42030
H -0.10350 -6.16925 0.45360
H 1.57954 -7.42086 1.79853
H 3.97887 -6.76320 1.72644
H 4.70751 -4.87884 0.21673
H 3.01151 -3.59352 -1.04320